No. 1
One molecule with the formula C4H8NO3 in a non-equilibrium geometry, computed with ωB97M-V with the def2-TZVPD basis set.

XYZ file:
```
16
Properties=species:S:1:pos:R:3:forces:R:3:mulliken_spin:R:1
O -0.64639 -0.09620 2.61373 0.398 0.799 -0.114 0.237
C -0.31080 -0.75266 1.65917 -1.291 -1.728 0.701 0.003
O -0.27830 -1.93959 1.34874 0.606 0.807 -0.488 0.338
C -0.08254 0.21330 0.27127 0.029 1.102 -2.348 0.217
C 0.89531 -0.38953 -0.76344 -0.314 -0.038 -0.673 -0.001
C 1.42438 0.78244 -1.62136 -1.713 2.262 1.278 0.018
O 0.46045 1.34183 -2.53487 -0.195 -0.796 -0.471 0.005
N -1.39034 0.54136 -0.31707 2.360 -1.156 1.438 0.148
H 0.39201 1.13740 0.61325 -0.347 -0.266 0.800 0.023
H 0.36700 -1.08299 -1.43163 0.074 -0.161 0.274 0.001
H 1.70478 -0.94584 -0.27599 -0.195 0.256 -0.059 0.005
H 2.30070 0.68865 -2.26472 0.267 -0.446 0.840 0.005
H 1.44018 1.62940 -0.84608 1.462 -0.917 -1.035 -0.001
H -0.42503 1.01046 -2.34588 0.107 0.187 0.171 -0.002
H -1.66962 -0.29385 -0.81115 -0.739 -0.072 -0.004 0.000
H -2.00083 0.77499 0.45610 -0.509 0.166 -0.311 0.004
```
Positions in Å, forces in eV/Å.

Results
Maximum force (eV/Å): 3.11
HOMO energy (spin up / spin down) (hartree): -0.36811 / -0.38135
Multiplicity: 2
Orbital gap (spin up / spin down) (eV): 10.72 / 7.31
Calculated total energy (eV): -11907.927
Energy relative to the best compared isomer or geometry (same formula, charge and spin) (eV): 1.043

=====

No. 2
A 2-piece molecular cluster, C4H8NO3 overall in a non-equilibrium geometry, computed with ωB97M-V with the def2-TZVPD basis set.

XYZ file:
```
16
Properties=species:S:1:pos:R:3:forces:R:3:mulliken_spin:R:1
C -1.47943 -1.62101 -0.58223 -1.616 -2.279 4.834 -0.008
C -2.29525 -0.64593 0.56451 -0.083 -7.782 -3.266 -0.069
O -1.80918 0.39778 0.83913 0.132 4.051 2.041 0.476
O -3.28756 -1.12994 1.19748 1.024 1.585 -0.430 0.490
H -1.73873 -2.79097 -0.29652 -0.052 3.057 -0.933 0.013
H -0.42250 -1.64989 -0.30240 -0.067 0.791 -0.599 0.002
H -1.76106 -1.36261 -1.55728 -0.009 0.297 -1.343 -0.003
C 0.58794 1.61260 -0.13661 -4.473 -1.655 -3.066 0.099
C 1.90809 1.22527 0.36966 2.259 -0.571 -0.927 -0.006
O 2.63297 2.06017 0.85124 0.236 -0.113 0.388 0.020
N 2.39906 -0.05792 -0.02876 -6.173 -0.091 -0.074 -0.002
H 3.23388 -0.46549 0.10066 4.216 -0.253 1.124 0.000
H 1.74245 -0.87228 0.10347 0.351 1.696 -0.583 0.000
H 0.22047 2.58476 0.02777 0.325 1.392 1.601 -0.001
H -0.41284 0.95020 0.16577 3.046 1.237 -0.832 -0.011
H 0.48168 1.76526 -1.31590 0.885 -1.363 2.064 -0.001
```
Positions in Å, forces in eV/Å.

Results
Maximum force (eV/Å): 8.44
HOMO energy (spin up / spin down) (hartree): -0.36908 / -0.36459
Multiplicity: 2
Orbital gap (spin up / spin down) (eV): 10.52 / 5.79
Calculated total energy (eV): -11906.105
Energy relative to the best compared isomer or geometry (same formula, charge and spin) (eV): 2.865